C12H20BCd | ωB97M-V with the def2-TZVPD basis set

```
34
C12H20BCd | the Open Molecules 2025 dataset | ωB97M-V with the def2-TZVPD basis set
Cd 2.31 2.01 -3.48
C -2.57 -2.85 0.33
C -2.89 0.00 -1.08
C 3.58 -1.16 0.83
C 2.83 -0.58 -0.49
C 1.71 1.67 0.53
C -2.93 -2.68 -1.19
C -3.11 -1.29 -1.90
C 2.75 1.02 -0.54
C -2.35 -1.56 1.15
C -2.21 1.11 1.33
C -2.50 -0.14 0.44
C 0.22 1.28 -0.02
B -0.89 2.02 0.92
H 3.81 1.42 -0.32
H -2.15 0.77 2.42
H -2.45 -3.86 0.85
H 2.96 -1.02 1.78
H 0.14 1.75 -1.08
H -3.06 -3.64 -1.80
H -0.42 2.42 1.95
H -3.13 1.81 1.22
H 4.63 -0.71 0.89
H 3.51 -0.90 -1.38
H 1.87 1.07 1.51
H 1.85 2.79 0.68
H -1.28 2.99 0.35
H 0.20 0.14 -0.03
H -2.07 -1.59 2.26
H 1.83 -1.11 -0.69
H -3.37 -1.21 -3.02
H 2.44 1.30 -1.62
H -2.97 1.06 -1.49
H 3.72 -2.30 0.70
```

Computed properties:
* total energy: -661.163297 a.u.
* E_HOMO: -0.394 Ha
* gap between HOMO and LUMO: 2.553 eV
* F_max: 0.113 Eh/bohr
* net charge: +1
* LUMO level: -8.2 eV